14 unconnected molecules or ions with the total composition C30H90N14O16. Source: the OMol25 dataset; level of theory: ωB97M-V/def2-TZVPD.

The LUMO energy is -0.408 eV. As for the net charge: 0. The multiplicity is 1. The maximum force comes out at 12.1 eV Å⁻¹. The total energy comes out at -86186.996 eV. The calculation puts the gap between HOMO and LUMO at 0.29045 Ha.

Element x y z (Å)
C: -1.80439 1.31103 -3.09758
O: -3.00754 1.64980 -2.94509
N: -1.22840 0.29371 -2.58861
N: -0.99388 1.95007 -4.01224
H: -1.85273 -0.41082 -2.22261
H: -0.29258 0.19068 -2.95430
H: -0.14918 1.51014 -4.34847
H: -1.39284 2.71581 -4.53623
C: 1.06856 -2.85190 -5.87238
O: 0.90137 -2.01742 -6.74997
N: 0.86809 -4.10729 -5.90731
N: 1.65445 -2.51591 -4.78506
H: 0.20519 -4.53604 -6.53725
H: 1.24461 -4.68634 -5.17040
H: 1.83502 -1.53165 -4.64822
H: 1.68076 -3.19294 -4.03603
C: 2.26712 0.96132 -5.39129
O: 1.42311 0.45155 -4.63225
N: 2.49070 0.58459 -6.66763
N: 3.19860 1.65486 -4.90913
H: 1.86346 -0.02177 -7.17654
H: 3.39789 0.73933 -7.08378
H: 3.12320 1.93526 -3.94177
H: 3.92676 1.82828 -5.58722
C: -0.19528 -3.79179 -1.30795
O: -0.35061 -2.67118 -0.93864
N: -1.05430 -4.76562 -1.34855
N: 0.91247 -4.32814 -1.63473
H: -2.02328 -4.56631 -1.14494
H: -0.67630 -5.64173 -1.67968
H: 0.98882 -5.26446 -2.00566
H: 1.76655 -3.79415 -1.56059
C: 1.23931 0.40720 -0.67535
O: 1.49497 1.60905 -0.57149
N: 1.55603 -0.24595 -1.64627
N: 0.54923 -0.26047 0.15990
H: 2.15172 0.16796 -2.34908
H: 1.25511 -1.16077 -1.95067
H: 0.05558 0.28307 0.85342
H: 0.55707 -1.26991 0.19271
C: -3.85505 2.63536 0.88583
O: -4.89417 2.45108 1.47103
N: -2.76576 1.97314 1.12686
N: -3.76166 3.47484 -0.10870
H: -2.94685 1.07464 1.55114
H: -1.93681 2.20181 0.59710
H: -4.50545 3.96202 -0.58779
H: -2.81529 3.44739 -0.46047
C: 0.82940 4.95305 -0.55742
C: -0.46701 4.36691 0.03536
O: -0.96015 3.44693 -0.95898
H: 1.20648 5.82765 -0.02732
H: 0.80001 5.14924 -1.62921
H: 1.58529 4.17421 -0.65810
H: -1.25849 5.11417 -0.02182
H: -0.42739 4.09148 1.08925
H: -0.28173 2.78774 -1.12268
C: 3.47342 -2.00644 1.86833
C: 2.92419 -2.99237 0.83265
O: 3.81686 -3.27725 -0.22741
H: 3.49764 -0.99302 1.46772
H: 4.44642 -2.28996 2.26956
H: 2.77178 -1.91056 2.69696
H: 1.97113 -2.64272 0.43576
H: 2.66335 -3.91134 1.35758
H: 4.61705 -3.63919 0.16029
C: -0.13017 -4.10248 2.60690
C: -0.98193 -3.02985 2.91487
O: -1.72132 -3.12474 4.13933
H: -0.33101 -4.44555 1.59198
H: -0.40275 -5.00467 3.15448
H: 0.91529 -3.82472 2.74091
H: -1.70027 -2.78909 2.13122
H: -0.44735 -2.08208 2.85106
H: -1.71507 -2.28006 4.59549
C: 5.24309 -1.89425 -4.55342
C: 4.65945 -1.85081 -3.18004
O: 4.88746 -3.14594 -2.71705
H: 4.94941 -1.08388 -5.22063
H: 4.97152 -2.81640 -5.06723
H: 6.32638 -1.83991 -4.44564
H: 3.63648 -1.48969 -3.07417
H: 5.26904 -1.18680 -2.56719
H: 4.42980 -3.29971 -1.88729
C: -1.25625 1.24558 4.14880
C: -2.10794 0.80114 5.38981
O: -1.97857 -0.54824 5.50842
H: -0.20559 1.22623 4.43837
H: -1.31701 2.30927 3.91861
H: -1.33848 0.58340 3.28692
H: -3.16104 1.03646 5.23590
H: -1.94119 1.32675 6.33004
H: -2.76853 -0.81068 5.98663
C: 5.76478 2.99975 -2.42376
C: 4.51608 2.95288 -1.63903
O: 3.71289 1.92491 -2.15719
H: 6.56487 3.60866 -2.00281
H: 5.65173 3.38338 -3.43774
H: 6.26907 2.06083 -2.65227
H: 4.02642 3.91408 -1.48274
H: 4.79587 2.62567 -0.63765
H: 3.01386 1.78421 -1.51442
C: -8.40841 -4.75085 1.09672
O: -8.91342 -3.78498 1.94853
C: -9.27083 -2.51286 1.49407
C: -8.16329 -1.73008 0.73331
N: -6.91035 -1.91662 1.59754
C: -5.86955 -0.98336 1.09590
C: -4.61362 -1.29236 1.76870
O: -3.46579 -0.68658 1.13765
C: -2.99465 -1.35973 -0.00921
H: -7.87511 -5.46642 1.72254
H: -7.82921 -4.38185 0.25028
H: -9.17512 -5.37364 0.63585
H: -9.43039 -2.00230 2.44379
H: -10.24944 -2.64563 1.03278
H: -8.47759 -0.68743 0.78021
H: -7.95552 -2.15496 -0.24874
H: -6.46447 -2.82163 1.64509
H: -6.18017 -0.02598 1.51427
H: -5.93588 -0.98109 0.00793
H: -4.37768 -2.35199 1.86675
H: -4.76115 -1.01706 2.81299
H: -3.62127 -1.57928 -0.87364
H: -2.54975 -2.30674 0.29627
H: -2.25510 -0.65766 -0.39427
C: 3.98687 0.30195 5.26533
O: 3.25138 1.11502 4.28206
C: 3.95622 1.36695 3.08738
C: 2.98184 1.70263 2.05113
N: 2.54083 3.10668 1.93959
C: 2.03433 3.71184 3.17666
C: 1.61388 5.26089 3.09135
O: 0.21383 5.42283 2.98251
C: -0.04753 6.73064 2.53961
H: 3.31132 -0.45408 5.66550
H: 4.38100 0.81111 6.14484
H: 4.87170 -0.19787 4.87118
H: 4.50914 0.46464 2.82623
H: 4.71010 2.15029 3.16570
H: 2.12534 1.06770 2.27777
H: 3.46670 1.46915 1.10324
H: 1.67654 3.12344 1.41727
H: 2.89676 3.51958 3.81491
H: 1.22516 3.16169 3.65694
H: 2.10887 5.85427 2.32259
H: 1.81514 5.63916 4.09360
H: -1.13674 6.74541 2.50087
H: 0.44761 6.89678 1.58288
H: 0.32609 7.28717 3.39914

14 unconnected molecules or ions with the total composition C30H90N2O25. Source: the OMol25 dataset; level of theory: ωB97M-V/def2-TZVPD.

The LUMO energy is 0.238 eV. As for the net charge: 0. The multiplicity is 1. The maximum force comes out at 1.6 eV Å⁻¹. The total energy comes out at -86731.363 eV. The calculation puts the gap between HOMO and LUMO at 0.35754 Ha.

Element x y z (Å)
C: -4.10835 2.79496 0.80482
C: -5.41102 2.34225 0.13130
C: -6.54499 3.27252 0.51982
O: -7.71802 2.85906 -0.13321
C: -8.80839 3.71351 0.13007
N: -5.22422 2.36494 -1.32662
H: -4.14470 2.71737 1.88747
H: -3.95060 3.83285 0.49363
H: -3.29581 2.22521 0.35708
H: -5.56722 1.32226 0.48779
H: -6.24544 4.28131 0.19132
H: -6.73413 3.31264 1.60068
H: -9.16645 3.57371 1.15317
H: -9.54402 3.51374 -0.64203
H: -8.51395 4.76807 0.03199
H: -5.76421 1.60685 -1.73290
H: -5.66622 3.19953 -1.70266
C: -0.95548 0.68634 0.96713
C: 0.55858 0.87986 0.83936
C: 1.09614 0.34272 -0.46986
O: 0.94320 -1.04808 -0.56698
C: 1.42962 -1.55473 -1.81272
N: 0.98232 2.26906 0.95153
H: -1.33572 1.04164 1.92558
H: -1.16862 -0.38967 1.07462
H: -1.49421 0.95094 0.05384
H: 0.92600 0.31316 1.70528
H: 2.15237 0.64128 -0.53075
H: 0.51158 0.80671 -1.28570
H: 1.05209 -0.87380 -2.58064
H: 1.19589 -2.61146 -1.87967
H: 2.52417 -1.47644 -1.80396
H: 0.49212 2.77890 1.68456
H: 0.63880 2.75351 0.11345
O: 1.99126 -2.72100 1.63550
H: 1.44778 -2.15390 1.05555
H: 2.91486 -2.42990 1.46899
C: -1.97011 -2.69552 -2.62157
C: -2.10079 -1.85051 -1.37824
O: -3.45319 -1.42521 -1.20395
O: -2.46235 -1.91016 -3.71441
H: -2.54061 -3.62562 -2.57108
H: -0.90096 -2.90585 -2.75526
H: -1.41117 -1.00397 -1.45478
H: -1.80285 -2.43490 -0.50823
H: -3.73459 -1.00125 -2.02717
H: -2.23920 -2.37518 -4.52525
C: 4.51921 -5.28059 -0.71619
C: 3.97243 -4.80085 -2.03238
O: 4.75917 -5.33516 -3.07584
O: 4.26943 -6.65799 -0.51393
H: 4.17992 -4.68320 0.12443
H: 5.61076 -5.16420 -0.76355
H: 4.07237 -3.70490 -2.01972
H: 2.90924 -5.01161 -2.15259
H: 4.26402 -5.25888 -3.89545
H: 4.74192 -7.14582 -1.19396
C: -2.18819 5.15854 3.91398
C: -1.62162 3.75746 3.88827
O: -0.38344 3.63928 3.18102
O: -2.72527 5.45673 2.64438
H: -1.39103 5.86274 4.18498
H: -2.93424 5.16251 4.71670
H: -2.31959 3.06838 3.40783
H: -1.46318 3.34763 4.89558
H: 0.30639 4.24473 3.47385
H: -3.53658 5.95910 2.74109
C: -4.48595 -1.43246 3.50131
C: -3.78617 -1.63475 2.18835
O: -4.09440 -0.54689 1.32586
O: -4.03431 -0.19642 4.08790
H: -4.33339 -2.31421 4.12837
H: -5.58003 -1.36484 3.40546
H: -4.05237 -2.57266 1.67508
H: -2.69577 -1.71972 2.31227
H: -3.96741 -0.80487 0.38827
H: -4.01940 0.41735 3.33442
C: -0.37160 4.71372 -1.95325
C: -0.75062 5.58870 -0.78372
O: 0.18988 5.54647 0.28925
O: -0.32781 3.28419 -1.63315
H: 0.59819 4.92067 -2.40555
H: -1.16154 4.85036 -2.70658
H: -1.71543 5.21171 -0.41607
H: -0.91505 6.61187 -1.12585
H: -0.09116 4.86013 0.90461
H: -1.25942 3.01991 -1.66439
C: -0.27767 -5.91506 -1.01185
C: -0.45934 -6.67836 -2.32695
O: -1.45037 -7.69255 -2.25964
O: 0.94364 -5.17732 -1.08466
H: -0.22673 -6.65717 -0.20388
H: -1.14313 -5.26066 -0.84804
H: 0.49968 -7.12744 -2.60414
H: -0.77913 -5.95218 -3.07646
H: -1.13896 -8.39899 -1.68598
H: 1.26543 -5.11201 -0.17690
C: 5.14022 0.74426 3.17000
C: 3.70240 0.87909 2.77067
O: 3.63580 1.50244 1.48242
O: 5.59524 1.92728 3.78426
H: 5.76091 0.44850 2.31627
H: 5.30067 -0.14706 3.79541
H: 3.13236 1.42009 3.53088
H: 3.23545 -0.10518 2.63578
H: 2.72183 1.81538 1.25388
H: 6.43705 2.16539 3.38923
C: 0.86699 1.14692 5.53963
C: -0.44348 0.58083 5.98282
O: -0.95227 1.17402 7.15967
O: 2.00021 0.58408 6.20908
H: 0.87873 2.24020 5.61536
H: 0.95308 0.89355 4.47348
H: -0.31241 -0.50523 6.08327
H: -1.19831 0.68146 5.19359
H: -1.72272 0.68634 7.45693
H: 2.69726 1.24222 6.12034
C: 5.16951 -0.31221 -0.98433
C: 5.50383 -1.56346 -0.21725
O: 4.56678 -1.81364 0.83997
O: 5.48170 0.92796 -0.41252
H: 4.08607 -0.32837 -1.20781
H: 5.60796 -0.39508 -1.98424
H: 6.51761 -1.56285 0.21530
H: 5.61548 -2.41384 -0.90832
H: 4.97010 -2.41555 1.47721
H: 4.91273 1.06921 0.38918
C: 3.77585 1.38600 -3.92375
C: 2.86638 2.00602 -2.90119
O: 1.60642 2.29312 -3.50734
O: 3.34546 0.05966 -4.20693
H: 4.79187 1.34753 -3.53819
H: 3.74783 1.99462 -4.83715
H: 3.25610 2.93540 -2.47170
H: 2.76780 1.26298 -2.10031
H: 0.97977 2.53670 -2.80696
H: 2.41773 0.13536 -4.49372
C: 0.89102 -2.95837 -5.03003
C: 0.27139 -1.65132 -5.47962
O: 1.31131 -0.83799 -6.01475
O: 2.03130 -2.73247 -4.23262
H: 1.01998 -3.64717 -5.87934
H: 0.16003 -3.50519 -4.41429
H: -0.13366 -1.12683 -4.60363
H: -0.57826 -1.84050 -6.14285
H: 0.92978 -0.12031 -6.52974
H: 2.38054 -1.86221 -4.47552

> Among the records above, which one has the lowest gap between HOMO and LUMO?

C30H90N14O16

> Which value of net charge does entry 2 give?

0